Below is an isolated ion of composition C2H8N5OS and charge +1 at a distorted geometry, with properties calculated with ωB97M-V/def2-TZVPD.

Multiplicity ... 1
Energy relative to the best compared isomer or geometry (same formula, charge and spin) ... 36.1 kJ/mol
HOMO-LUMO gap ... 10.46 eV
SMILES string ... NC(=O)N(S)[NH+]=C(N)N
LUMO energy ... -0.133 Eh
Strongest force on any atom ... 4.444 eV/A
HOMO energy ... -14.08 eV
Net charge ... +1

Atoms and positions in Å:
H: -0.7049 1.1999 -1.2947
C: 1.6724 -0.8779 0.0137
H: -2.6229 -1.2937 1.1960
O: 1.3857 -1.9611 0.3669
N: -0.3884 -0.1008 0.8415
H: 3.4932 -1.4219 -0.3183
H: -2.4039 0.8230 -1.3523
N: 0.8430 0.2969 0.0506
N: -1.4957 0.6776 -0.9068
H: -3.5749 -0.2180 0.2944
S: 1.5303 1.9356 0.2828
N: 2.8866 -0.5728 -0.5806
H: 3.2349 0.3707 -0.4772
H: 0.6548 2.3572 -0.6474
C: -1.5265 0.0018 0.2213
N: -2.6856 -0.4983 0.6731
H: -0.2982 -0.7181 1.6368

Below is one molecule with the formula C8H16N2S3 at a distorted geometry, with properties calculated with ωB97M-V/def2-TZVPD.

Multiplicity ... 1
Energy relative to the best compared isomer or geometry (same formula, charge and spin) ... 0.0 kJ/mol
HOMO-LUMO gap ... 8.35 eV
LUMO energy ... 0.016 Eh
Strongest force on any atom ... 3.913 eV/A
HOMO energy ... -7.90 eV
Net charge ... 0

Atoms and positions in Å:
H: 1.3381 3.1403 0.1231
C: 2.6986 -1.2240 1.9751
C: 2.5497 1.5924 -0.6518
C: -1.0346 -1.3909 0.5550
C: 1.9894 0.4846 0.1553
C: 2.8522 -0.6451 0.5902
H: -2.9940 -1.6246 -0.3118
H: 1.6472 -1.2357 2.2747
H: -0.1155 -1.9684 0.7039
H: 1.2089 0.7798 0.8566
C: -2.0854 -2.2237 -0.1894
H: 3.8774 -0.6115 0.2216
N: -1.5324 2.4261 -0.6356
S: -0.4974 0.0832 -0.3474
C: 2.1357 2.8527 -0.5583
H: 3.0746 -2.2503 2.0134
H: 3.2617 -0.6232 2.6973
H: 3.3412 1.3193 -1.3504
S: 1.6522 -1.0997 -0.6863
H: -1.4971 -1.9813 -2.1257
H: -1.4010 -1.0684 1.5347
H: 2.5769 3.6426 -1.1599
N: -1.6948 -2.7465 -1.4872
H: -2.1653 3.1971 -0.4840
H: -2.3545 -3.0668 0.4580
H: -0.7542 2.5470 -1.2685
S: -3.0148 1.0780 1.0731
C: -1.7471 1.2805 0.0334
H: -0.8436 -3.2966 -1.4102

Below is one molecule with the formula C6H6O, with properties calculated with ωB97M-V/def2-TZVPD.

Multiplicity ... 1
Energy relative to the best compared isomer or geometry (same formula, charge and spin) ... 364.0 kJ/mol
HOMO-LUMO gap ... 11.16 eV
SMILES string ... C#CC[C@H](O)C#C
LUMO energy ... 0.035 Eh
Strongest force on any atom ... 0.539 eV/A
HOMO energy ... -10.21 eV
Net charge ... 0

Atoms and positions in Å:
H: 0.6776 -1.3247 0.9487
C: -0.1533 -0.7431 -1.3517
O: -0.2544 -1.5821 0.8642
C: 1.6303 1.4252 1.2374
C: 0.4235 -0.8814 -2.3989
H: -1.4909 0.7209 1.4408
C: -0.8338 -0.6745 -0.0454
H: -1.8716 -0.9997 -0.1787
C: 0.4953 1.1717 0.9235
H: -1.3042 1.4610 -0.1574
C: -0.8565 0.7508 0.5475
H: 2.6322 1.6708 1.5136
H: 0.9058 -0.9948 -3.3435

Below is one molecule with the formula C4H7NO2, with properties calculated with ωB97M-V/def2-TZVPD.

Multiplicity ... 1
Energy relative to the best compared isomer or geometry (same formula, charge and spin) ... 43.1 kJ/mol
HOMO-LUMO gap ... 10.44 eV
SMILES string ... C[C@@H](C=O)C(N)=O
LUMO energy ... 0.024 Eh
Strongest force on any atom ... 0.506 eV/A
HOMO energy ... -9.78 eV
Net charge ... 0

Atoms and positions in Å:
H: 1.0590 1.4933 -0.0635
C: -0.1089 -0.2407 0.5089
H: -0.0569 -0.8318 -2.8162
N: 0.2552 -0.5549 -1.8983
H: 0.0684 -1.2070 1.0074
O: -1.7944 -0.9708 -1.0420
C: -0.6392 -0.6154 -0.8777
H: 1.2174 -0.2919 -1.7719
O: -1.0480 1.2467 2.1475
H: 1.3225 0.9435 1.5887
C: -1.2363 0.3934 1.3142
H: 2.0434 0.0380 0.2460
H: -2.2421 -0.0044 1.0929
C: 1.1599 0.6021 0.5640

Below is a 3-piece molecular cluster, C43H53BN4O9 overall at a distorted geometry, with properties calculated with ωB97M-V/def2-TZVPD.

Multiplicity ... 1
HOMO-LUMO gap ... 7.46 eV
SMILES string ... CCCCN[C@H](CCOCC)O[C@H](B(C)O)[C@@H](N)N(O)C[C@@H](O)CN.O=C1c2ccccc2C(=O)c2ccccc21.O=C1c2ccccc2C(=O)c2ccccc21
LUMO energy ... -0.039 Eh
Strongest force on any atom ... 1.237 eV/A
HOMO energy ... -8.52 eV
Net charge ... 0

Atoms and positions in Å:
C: -0.6943 -1.2107 0.4003
H: 1.9424 -0.5465 -1.5828
C: -0.3242 -3.5171 5.0580
C: -11.0406 2.9670 -3.1391
C: -6.0276 -1.8040 -0.2870
H: -2.5146 0.5552 -1.1044
H: -0.8462 -1.6793 3.9989
H: 1.3564 -6.5187 -2.0638
H: -11.9521 3.5362 -3.2643
H: -1.1829 -1.8371 -2.0864
O: 3.3426 0.4807 -0.4113
C: 8.9583 6.3763 1.1977
H: 1.7145 -1.8831 0.2735
H: 0.1289 -4.1616 3.0557
H: 3.5827 -1.1719 -1.5914
H: 3.0747 -0.1546 -3.6667
H: -6.9499 -2.5955 1.4848
H: 1.8620 0.1373 2.5273
H: 2.9696 -2.8305 2.0339
H: 2.9226 6.1222 -2.5265
C: 7.7855 4.2963 0.8600
H: 2.8831 -5.1343 -2.4848
H: 10.4955 3.8403 2.8290
C: 7.8989 5.6707 0.6412
C: 2.2927 0.7137 0.5099
O: 6.9949 7.5925 -0.3770
H: 1.2739 -4.6539 4.2586
C: 0.6617 -3.8178 3.9312
C: 1.4571 -4.9615 -0.8987
C: 5.6500 4.2470 -0.5444
C: -9.6607 0.3675 -0.8034
H: -2.1999 -2.7318 0.4799
C: 9.8907 5.7179 1.9801
H: 4.0315 -4.9801 -0.2267
H: -1.8729 -4.9840 0.2289
H: -10.0570 3.8771 -4.8172
B: -1.9153 -0.2866 0.8704
C: 8.7222 3.6417 1.6496
H: 4.8283 7.3709 -1.5729
N: -1.8698 -2.2450 -1.4673
H: 3.3002 -0.5549 1.8206
C: -7.3341 -0.2261 -1.5374
O: -6.5393 0.8387 -3.4821
C: -7.0622 -1.9375 0.6332
C: -7.4471 0.7150 -2.6865
C: 4.7573 6.3002 -1.4419
H: -11.7592 1.9049 -1.4197
C: 6.6724 3.5133 0.2530
C: 2.9901 -0.2578 -1.5647
O: 0.1286 -1.4509 1.5258
C: -1.1178 -2.2097 4.8985
H: 1.2315 -1.7086 3.8497
H: -2.7770 -1.3862 2.2116
C: -9.9757 3.1568 -4.0140
C: 3.6924 5.5968 -1.9765
H: -2.3123 -3.0478 -1.8915
H: -7.9825 2.5663 -4.5408
H: 8.6256 2.5790 1.8227
H: 0.4150 -3.3795 -1.8852
H: 9.0455 7.4387 1.0180
H: 0.1759 -3.5426 6.0203
H: -0.1718 -0.7427 -0.4352
C: -2.5938 0.7859 -0.0504
H: 4.5198 2.4693 -0.9630
C: -6.1621 -0.9509 -1.3679
C: 3.6118 4.2180 -1.8097
H: 3.8383 -3.3435 -0.4172
C: -8.8113 2.4249 -3.8613
N: 3.8955 -4.2322 -0.8940
O: -10.5891 0.1993 -0.0410
H: 1.6719 -4.8548 0.1532
H: -1.0431 -4.3274 5.0897
C: 1.5183 -1.6171 1.3157
O: -1.0589 -4.7273 0.6976
C: 6.8886 6.4008 -0.1737
H: -2.2478 1.7964 0.1471
C: 5.7418 5.6291 -0.7282
C: -1.3405 -2.5171 -0.1549
C: 3.3167 0.4921 -2.8300
H: 2.7455 1.4086 -2.9156
C: 2.6832 -4.4338 -1.6748
H: 2.4807 1.6747 0.9771
H: -5.3540 -0.8456 -2.0788
C: -10.9363 2.0536 -2.1047
H: -2.1811 -2.3999 4.8991
O: 1.2963 -6.3649 -1.1075
C: -8.3815 -0.3752 -0.6256
C: -9.7657 1.3243 -1.9399
H: -5.1095 -2.3635 -0.1578
H: 10.7137 6.2694 2.4150
H: 2.5330 -2.8276 4.1143
C: 1.6107 -2.6788 3.5579
O: -2.4026 -0.4898 2.1493
H: 2.7810 3.6706 -2.2352
O: 6.5995 2.3127 0.4088
H: -9.0491 -1.3323 1.1691
H: -0.9299 -1.5479 5.7354
H: 4.3766 0.7045 -2.8880
C: 0.1570 -4.1865 -1.2155
C: 9.7694 4.3514 2.2108
C: 4.5865 3.5418 -1.0960
C: 2.2587 -0.3182 1.6291
C: -8.2389 -1.2292 0.4610
H: 2.4607 -3.4796 -2.1355
N: 1.9666 -2.7422 2.1207
H: -3.6555 0.7638 0.1795
H: -0.5194 -4.9117 -1.6777
N: -0.4506 -3.6769 0.0032
H: 1.3332 0.8091 0.0067
C: -8.7023 1.5035 -2.8275

Below is C54H58N5O3P2STeTl as an isolated structure, with properties calculated with ωB97M-V/def2-TZVPD.

Multiplicity ... 2
Energy relative to the best compared isomer or geometry (same formula, charge and spin) ... 116.0 kJ/mol
HOMO-LUMO gap (spin up / spin down) ... 5.86 / 5.96 eV
LUMO energy (spin up / spin down) ... 0.060 / 0.056 Eh
Strongest force on any atom ... 0.405 eV/A
HOMO energy (spin up / spin down) ... -4.22 / -4.44 eV
Net charge ... -1

Atoms and positions in Å:
C: 3.0831 -3.9291 2.3101
C: 3.6742 -1.5713 -2.3147
C: 2.8056 -0.6210 -1.7746
H: 3.7892 1.8738 -1.6285
C: 2.0462 -0.1104 -4.0221
C: 1.2589 -3.7234 0.5671
C: 2.8751 -2.7377 4.3537
C: 3.1053 6.9800 -3.8819
C: 0.6746 4.0834 -3.4239
C: 1.9879 0.1111 -2.6339
H: 0.6891 5.9253 -4.5114
C: 3.1945 4.8423 -2.5474
H: 3.2382 6.9833 -4.9658
H: -2.3594 2.4528 1.5401
C: 0.2774 4.4264 5.1535
H: -5.5052 -2.3147 -0.1662
H: -0.4246 -4.7713 -2.7121
H: -1.4354 4.4780 -3.5616
C: -0.6146 0.4388 6.2423
C: 2.0141 -4.3879 -0.3739
H: -2.5753 -2.5589 3.5091
H: 0.1776 5.3476 5.7127
H: 4.1796 5.1341 -2.1968
C: -3.8720 -2.1436 -4.9280
H: -4.5728 -2.1129 -5.7536
H: -4.1482 -4.2391 -4.5600
H: 2.4611 7.8249 -3.6301
O: 5.5789 -4.8462 3.1815
H: -1.0267 2.7679 -3.7287
C: -3.4896 -2.8690 3.0016
C: -2.7342 -3.3853 -3.2017
C: 0.7477 0.3466 6.4762
C: -2.3059 -1.0392 -3.4779
C: -2.9065 2.5373 4.2414
C: -3.6313 -3.3352 -4.2614
H: -5.3534 1.4591 1.4454
H: 2.9646 -1.2367 -5.5847
C: 1.2489 5.2856 -3.8339
H: -3.3779 -0.0546 -5.0464
H: 4.1387 -3.5267 -4.9056
H: 2.6378 2.4047 3.7914
H: 0.1090 0.3980 -4.8089
H: -4.3483 -2.7272 3.6650
N: -0.4877 -1.1832 -1.3052
H: -3.5224 0.1083 2.6445
C: 1.5000 -0.5248 5.7124
C: 1.6652 -2.2451 3.8984
H: 3.0423 -4.6547 -0.1919
H: -1.2454 1.1130 6.8070
H: 1.9179 -5.3337 -2.3199
S: -2.5184 4.0004 5.0900
O: -1.9585 -4.1990 -0.5548
C: 3.7483 -1.8078 -3.6729
C: -1.1515 -0.3477 5.2374
H: 2.5700 -0.5945 5.8485
C: 3.6099 -3.5919 3.5418
N: -0.0139 -3.3414 0.3778
H: -3.3867 -3.9346 2.7859
C: 1.3682 -4.7675 -1.5749
H: 1.2842 1.7011 -4.9189
H: 4.2877 -2.1541 -1.6356
C: 1.5178 3.9521 4.7820
C: -2.0615 -2.2341 -2.7976
H: -6.0538 -2.5965 1.5076
H: -5.0530 -3.7977 0.6594
H: 2.4044 4.5105 5.0542
H: -2.2104 -0.2865 5.0041
H: 1.3976 0.3199 -6.0183
H: 5.4861 -2.3976 -4.8016
C: -0.7208 2.4905 4.0591
C: 1.6507 2.7581 4.0600
C: 0.5451 2.0205 3.6973
C: 1.1608 0.6195 -4.9965
H: -5.6057 0.0923 0.3748
C: -0.7002 3.7779 -3.9667
C: 2.6549 3.6390 -2.1051
C: 4.9839 -4.1378 4.0145
H: 5.1146 -3.4519 -3.4351
C: 2.8219 -0.4778 -0.2800
H: 2.8763 2.5214 -0.2803
H: 3.6543 -4.6136 1.7004
H: 2.1110 0.2636 0.0772
C: 0.8697 -1.3022 4.7388
H: 0.6467 1.0923 3.1473
H: -5.4763 2.6825 -0.8760
C: -4.3267 -0.3570 2.0632
C: -4.7124 2.0829 -1.3797
C: 0.0711 -4.4677 -1.8006
C: -3.2034 -0.9930 -4.5321
C: 1.8584 -3.4003 1.9056
H: 3.8181 -0.1868 0.0632
N: -0.4429 -1.2000 4.5023
N: -1.9253 1.8597 3.7677
H: -1.7777 -0.1469 -3.1668
H: -4.1273 2.7368 -2.0312
C: 4.6730 -2.8535 -4.2319
H: -0.7101 3.8898 -5.0533
C: -0.8423 3.6823 4.7847
Te: 0.5027 1.4117 -1.8595
H: -3.8983 3.2725 1.1892
C: -1.0747 -2.1946 -1.6666
Tl: -0.5298 -1.0924 1.4233
H: -5.1408 -0.5971 2.7580
C: 2.5072 5.6813 -3.4128
P: -3.5725 1.2525 -0.1955
H: -5.1988 1.3367 -2.0106
H: 1.2233 0.9602 7.2314
N: 1.1665 -2.5742 2.6955
C: 2.9311 -1.0583 -4.5138
H: 2.5962 -1.4356 0.1779
C: -3.0479 2.7399 0.7500
P: -3.6744 -1.9631 1.4149
C: 1.3831 3.2406 -2.5537
C: -4.8497 0.6035 0.9803
H: 4.3503 3.3449 -0.8234
H: -2.5205 3.4199 0.0802
H: -2.2278 -3.7602 0.2621
O: 5.3158 -3.7745 5.1612
H: 4.0798 7.1523 -3.4251
C: 3.4650 2.8019 -1.1555
C: -5.2277 -2.7305 0.8032
H: 3.2844 -2.5037 5.3270
C: -0.6677 -3.6520 -0.8273
H: -2.5847 -4.3121 -2.6716
H: -3.9413 2.2373 4.1255

Below is one molecule with the formula C2H2IN3S at a distorted geometry, with properties calculated with ωB97M-V/def2-TZVPD.

Multiplicity ... 1
Energy relative to the best compared isomer or geometry (same formula, charge and spin) ... 243.5 kJ/mol
HOMO-LUMO gap ... 7.20 eV
LUMO energy ... -0.068 Eh
Strongest force on any atom ... 3.849 eV/A
HOMO energy ... -9.06 eV
Net charge ... 0

Atoms and positions in Å:
N: 0.0142 -0.6169 -0.1749
C: 0.7871 -0.0237 0.6382
H: 1.5395 -0.3337 1.2671
N: 0.4729 1.2791 0.7554
N: -0.5038 1.5558 -0.1605
I: 1.4342 3.0182 1.6296
S: 2.8560 3.7952 0.1069
H: -1.4396 0.1794 -1.3869
C: -0.7622 0.4004 -0.6853

Below is a 2-piece molecular cluster, C2H5FOS overall at a distorted geometry, with properties calculated with ωB97M-V/def2-TZVPD.

Multiplicity ... 1
Energy relative to the best compared isomer or geometry (same formula, charge and spin) ... 64.5 kJ/mol
HOMO-LUMO gap ... 9.76 eV
LUMO energy ... 0.006 Eh
Strongest force on any atom ... 5.115 eV/A
HOMO energy ... -9.59 eV
Net charge ... 0

Atoms and positions in Å:
H: -1.4919 0.3904 0.5940
S: 0.6349 0.8143 -0.9448
H: 0.1312 2.4766 0.4608
H: -0.1298 -0.3909 1.6247
O: 0.5329 -0.5859 -1.0459
H: 1.0990 -2.4858 -2.1532
H: -1.1044 1.0112 2.3294
C: -0.7147 0.5517 1.4066
F: 1.0290 -3.1739 -2.7120
C: 0.0136 1.3923 0.4403